# 1
Density functional theory data (ωB97M-V/def2-TZVPD) for a molecular structure, C17H13N2O4PPtSe2.

```
40
Properties=species:S:1:pos:R:3:mulliken_charge:R:1
Pt -0.283 -0.619 -1.987 1.165
Se -0.261 -0.731 0.652 -0.353
P -0.301 1.418 0.402 0.334
Se -0.271 1.776 -1.775 -0.299
C -1.876 2.080 1.022 1.186
C -2.993 1.417 0.495 -0.641
C -4.275 1.800 0.849 -0.814
C -4.474 2.850 1.738 -0.383
C -3.383 3.516 2.263 -0.821
C -2.091 3.136 1.909 -0.212
C 1.212 2.169 1.086 1.051
C 1.318 3.069 2.147 -0.234
C 2.560 3.548 2.560 -0.792
C 3.712 3.131 1.923 -0.399
C 3.623 2.226 0.871 -0.700
C 2.392 1.748 0.460 -0.592
H -2.859 0.590 -0.189 0.353
H -5.122 1.269 0.431 0.400
H -5.480 3.146 2.015 0.374
H -3.528 4.340 2.951 0.388
H -1.287 3.699 2.329 0.195
H 0.463 3.408 2.690 0.228
H 2.615 4.245 3.388 0.388
H 4.678 3.503 2.244 0.378
H 4.522 1.891 0.367 0.375
H 2.339 1.044 -0.359 0.270
O -0.393 -6.571 -2.106 -0.529
C 0.861 -6.146 -2.173 0.471
O 1.814 -6.883 -2.176 -0.592
C 1.071 -4.668 -2.185 0.598
C 2.322 -4.102 -2.180 -0.605
N 2.155 -2.766 -2.176 -0.106
N 0.858 -2.437 -2.191 -0.536
C 0.193 -3.573 -2.199 -0.006
C -1.284 -3.437 -2.215 0.918
O -1.973 -4.455 -2.262 -0.808
O -1.696 -2.223 -2.197 -0.817
H -1.024 -5.798 -2.072 0.461
H 3.296 -4.568 -2.178 0.512
H 2.852 -2.042 -2.170 0.197
```

Properties
**HOMO-LUMO gap (spin up / spin down)**: 7.634 / 7.128 eV
**Total charge**: 0
**Spin multiplicity**: 3
**LUMO (spin up / spin down)**: -0.4 / -1.6 eV


# 2
Density functional theory data (ωB97M-V/def2-TZVPD) for a molecular structure, C10H18N2O2S at a distorted geometry.

```
33
Properties=species:S:1:pos:R:3:mulliken_charge:R:1
C -0.043 -1.523 2.321 -0.943
C 0.790 -0.627 1.707 -0.594
C -1.412 -1.759 1.940 0.329
C 0.451 0.037 0.476 1.265
C -1.935 -0.479 0.518 -0.563
C 0.227 3.861 -1.309 -1.103
C -0.361 -3.616 -0.851 -0.875
C 1.316 1.289 0.237 -1.030
C 1.613 3.176 -1.335 -0.633
C 1.579 1.586 -1.247 -0.469
N -0.935 0.427 0.315 -0.073
N -1.636 -3.232 1.681 -0.608
O -2.079 -1.695 -0.405 -0.416
O -2.898 -4.057 -0.456 -0.687
S -1.895 -3.209 0.123 1.197
H 0.451 -2.127 3.056 0.386
H 1.789 -0.331 2.170 0.202
H -2.006 -1.388 2.882 0.299
H 0.629 -0.726 -0.263 -0.198
H -2.959 -0.201 0.584 0.460
H -0.158 4.005 -2.317 0.344
H 0.349 4.716 -0.722 0.302
H -0.488 3.184 -0.929 0.269
H 0.408 -4.169 -0.245 0.309
H -0.800 -4.453 -1.616 0.323
H 0.080 -2.700 -1.086 0.260
H 0.743 2.080 0.851 0.341
H 2.313 1.142 0.711 0.358
H 2.302 3.592 -0.584 0.380
H 2.192 3.472 -2.291 0.375
H 0.741 1.141 -1.797 0.323
H 2.612 1.476 -1.629 0.288
H -0.981 1.105 -0.491 0.181
```

Properties
**HOMO-LUMO gap**: 9.705 eV
**Relative energy (zero: lowest compared OMol25 entry of this formula, charge and spin)**: 609.7 kJ/mol
**Total charge**: 0
**Spin multiplicity**: 1
**LUMO**: 0.7 eV


# 3
Density functional theory data (ωB97M-V/def2-TZVPD) for a molecular structure, C32H26F5NO3P2SSeTi.

```
72
Properties=species:S:1:pos:R:3:mulliken_charge:R:1
Ti -0.173 0.729 1.046 0.597
C 1.895 3.414 -2.109 -1.151
N 1.233 2.714 -0.989 1.004
P -0.436 2.367 -0.900 1.160
C -1.323 3.875 -0.513 0.916
C -2.697 3.771 -0.279 -0.347
C -3.425 4.905 0.042 -0.803
C -2.790 6.137 0.127 -0.627
C -1.426 6.242 -0.106 -0.866
C -0.687 5.112 -0.422 -0.710
C -1.035 1.747 -2.465 0.795
C -1.717 2.608 -3.331 -0.504
C -2.121 2.148 -4.574 -0.802
C -1.850 0.842 -4.952 -0.556
C -1.173 -0.017 -4.094 -0.857
C -0.766 0.430 -2.851 -0.488
P 1.904 1.513 -0.026 0.658
C 3.649 1.296 -0.308 0.500
C 4.067 0.393 -1.288 -0.376
C 5.416 0.276 -1.575 -0.813
C 6.337 1.058 -0.889 -0.493
C 5.919 1.956 0.087 -0.804
C 4.573 2.082 0.386 -0.355
C 1.698 2.041 1.704 -0.522
C 2.161 1.133 2.688 -0.438
C 1.968 1.422 4.026 -0.844
C 1.284 2.575 4.404 -0.467
C 0.797 3.454 3.449 -0.704
C 1.001 3.192 2.100 0.216
H 1.299 4.279 -2.392 0.394
H 1.995 2.759 -2.974 0.315
H 2.878 3.759 -1.796 0.389
H -3.195 2.812 -0.354 0.535
H -4.488 4.826 0.225 0.467
H -3.363 7.020 0.375 0.441
H -0.938 7.206 -0.047 0.483
H 0.378 5.201 -0.598 0.385
H -1.930 3.625 -3.033 0.460
H -2.649 2.810 -5.247 0.456
H -2.173 0.487 -5.922 0.435
H -0.974 -1.037 -4.394 0.453
H -0.257 -0.247 -2.176 0.076
H 3.346 -0.219 -1.818 0.416
H 5.750 -0.424 -2.328 0.449
H 7.391 0.966 -1.113 0.425
H 6.643 2.559 0.617 0.443
H 4.249 2.779 1.147 0.488
H 2.706 0.240 2.400 0.541
H 2.356 0.750 4.780 0.494
H 1.135 2.785 5.455 0.481
H 0.264 4.346 3.749 0.494
H 0.650 3.893 1.355 0.556
C -3.165 -0.529 3.090 -0.895
S -2.316 0.903 2.560 1.171
O -2.152 0.805 1.046 -0.602
O -2.966 2.071 3.019 -0.594
O -0.844 0.761 2.939 -0.402
H -4.038 -0.625 2.445 0.430
H -3.476 -0.358 4.119 0.496
H -2.504 -1.388 3.008 0.034
F -4.098 -4.800 2.247 -0.274
C -3.101 -4.040 1.846 0.725
C -1.912 -4.028 2.565 0.397
F -1.790 -4.782 3.644 -0.280
C -0.870 -3.219 2.144 0.250
F 0.261 -3.211 2.843 -0.343
C -0.996 -2.419 1.016 -0.401
Se 0.495 -1.428 0.347 -0.269
C -2.192 -2.450 0.311 0.688
F -2.343 -1.697 -0.779 -0.303
C -3.247 -3.248 0.715 0.073
F -4.385 -3.253 0.040 -0.295
```

Properties
**HOMO-LUMO gap**: 7.190 eV
**Relative energy (zero: lowest compared OMol25 entry of this formula, charge and spin)**: 0.0 kJ/mol
**Total charge**: +2
**Spin multiplicity**: 1
**LUMO**: -7.4 eV


# 4
Density functional theory data (ωB97M-V/def2-TZVPD) for a molecular structure, C22H25GeIN3Se3TeV at a distorted geometry.

```
57
Properties=species:S:1:pos:R:3:mulliken_charge:R:1
V 0.427 -0.087 -0.030 -0.626
Se 1.432 -2.065 1.265 -0.214
Se 1.400 -0.942 3.340 -0.250
Te 2.377 1.251 2.623 -0.009
Se 0.490 2.075 1.148 -0.341
I -1.887 -0.603 1.423 0.286
C -2.380 -2.140 0.117 0.472
C -3.493 -2.885 0.379 -0.660
C -3.854 -3.931 -0.493 -0.554
C -3.085 -4.187 -1.588 -0.893
C -1.932 -3.415 -1.872 1.255
C -1.161 -3.696 -3.029 -0.979
C -0.074 -2.934 -3.322 -0.904
C 0.292 -1.863 -2.475 -0.055
C -0.386 -1.544 -1.322 -0.494
C -1.547 -2.348 -1.017 0.698
H -4.097 -2.681 1.254 0.391
H -4.739 -4.520 -0.286 0.379
H -3.345 -4.991 -2.268 0.364
H -1.456 -4.523 -3.664 0.342
H 0.516 -3.133 -4.208 0.474
H 1.163 -1.288 -2.764 0.323
N 2.027 0.336 -1.091 -0.139
C 2.985 0.549 -1.714 0.509
C 4.100 0.761 -2.486 0.010
C 4.281 -0.048 -3.639 0.123
N 4.427 -0.706 -4.574 -0.507
C 5.034 1.776 -2.158 0.054
N 5.804 2.596 -1.905 -0.538
C -1.639 2.420 -6.979 -1.354
C -1.303 1.331 -5.967 -0.375
C -1.440 1.807 -4.524 -0.399
C -1.149 0.705 -3.505 -0.720
Ge -0.991 1.360 -1.651 0.753
C -2.795 1.821 -0.976 -0.945
C -3.636 2.793 -1.806 -0.780
C -3.024 4.177 -1.981 -0.016
C -3.922 5.105 -2.789 -1.391
H -1.518 2.072 -8.007 0.403
H -0.992 3.290 -6.844 0.314
H -2.672 2.757 -6.862 0.303
H -0.277 0.984 -6.128 0.360
H -1.954 0.465 -6.123 0.331
H -2.450 2.205 -4.382 -0.020
H -0.758 2.650 -4.363 0.346
H -0.204 0.226 -3.766 0.278
H -1.916 -0.075 -3.544 0.498
H -0.250 2.716 -1.839 -0.112
H -2.652 2.220 0.034 0.344
H -3.344 0.883 -0.851 0.437
H -4.616 2.908 -1.326 0.442
H -3.834 2.365 -2.794 0.230
H -2.053 4.089 -2.472 0.183
H -2.828 4.608 -0.994 0.367
H -4.111 4.692 -3.783 0.274
H -3.472 6.091 -2.921 0.387
H -4.890 5.243 -2.300 0.343
```

Properties
**HOMO-LUMO gap (spin up / spin down)**: 6.327 / 6.667 eV
**Relative energy (zero: lowest compared OMol25 entry of this formula, charge and spin)**: 42.4 kJ/mol
**Total charge**: -1
**Spin multiplicity**: 2
**LUMO (spin up / spin down)**: 1.2 / 1.7 eV


Taking the records one at a time from the top gives calculated total energy values of -172239.311 -28566.220 -172687.555 -321328.604 eV.